(1)
C2H4Cl4 as an isolated structure at a distorted geometry. Source: the Open Molecules 2025 dataset; level of theory: wB97M-V/def2-TZVPD.

Calculated values
- E_LUMO (eV) = 0.7
- frontier orbital gap (hartree) = 0.417
- net charge = 0

```
10
C2H4Cl4 wB97M-V/def2-TZVPD
Cl -5.90 -14.25 -9.49
Cl -0.93 -13.40 -9.68
Cl -6.92 -13.07 -11.81
Cl -3.25 -13.35 -11.40
C -1.89 -12.38 -10.76
C -5.78 -14.30 -11.26
H -6.12 -15.28 -11.61
H -4.78 -14.07 -11.63
H -2.23 -11.50 -10.22
H -1.18 -12.12 -11.55
```

(2)
A 2-piece molecular cluster, C2H4ClF overall at a distorted geometry. Source: the Open Molecules 2025 dataset; level of theory: wB97M-V/def2-TZVPD.

Calculated values
- E_LUMO (eV) = -0.2
- frontier orbital gap (hartree) = 0.354
- net charge = 0

```
8
C2H4ClF wB97M-V/def2-TZVPD
Cl -2.66 0.77 0.13
F -1.71 -1.49 0.06
C -1.74 -0.44 -0.61
C 1.18 0.27 0.11
H 1.58 0.51 1.05
H 0.69 1.04 -0.36
H 2.15 -0.11 -0.70
H 0.51 -0.56 0.31
```

(3)
An isolated molecule of C2H4ClFN2 at a distorted geometry. Source: the Open Molecules 2025 dataset; level of theory: wB97M-V/def2-TZVPD.

Calculated values
- E_LUMO (eV) = 0.8
- frontier orbital gap (hartree) = 0.390
- net charge = 0
- SMILES = N/N=C\[C@@H](F)Cl

```
10
C2H4ClFN2 wB97M-V/def2-TZVPD
Cl 0.40 -1.83 -0.85
F -1.05 0.20 -0.84
N 0.64 1.66 0.99
N -0.71 1.84 1.31
C -0.20 -0.41 0.04
C 0.90 0.54 0.42
H -0.79 -0.76 0.87
H 1.93 0.33 0.15
H -1.29 1.52 0.53
H -0.83 2.86 1.49
```

(4)
An isolated molecule of C2H4ClFN2 at a distorted geometry. Source: the Open Molecules 2025 dataset; level of theory: wB97M-V/def2-TZVPD.

Calculated values
- E_LUMO (eV) = 0.6
- frontier orbital gap (hartree) = 0.376
- net charge = 0
- SMILES = N/N=C\[C@@H](F)Cl

```
10
C2H4ClFN2 wB97M-V/def2-TZVPD
Cl 2.78 -0.50 -0.15
F 1.17 1.49 0.45
N -1.47 -0.08 -0.67
N -1.13 -0.69 0.50
C 1.11 0.19 -0.04
C 0.10 -0.52 0.84
H -2.49 0.01 -0.75
H -1.14 0.88 -0.87
H 0.34 -1.01 1.81
H 0.74 0.23 -1.11
```

(5)
An isolated molecule of C2H4ClFN2 at a distorted geometry. Source: the Open Molecules 2025 dataset; level of theory: wB97M-V/def2-TZVPD.

Calculated values
- E_LUMO (eV) = 0.6
- frontier orbital gap (hartree) = 0.378
- net charge = 0
- SMILES = N/N=C/[C@@H](F)Cl

```
10
C2H4ClFN2 wB97M-V/def2-TZVPD
Cl 0.69 1.75 -0.51
F 0.29 -0.33 -1.87
N -0.25 -1.40 1.20
N -1.43 -1.53 1.97
C 0.57 0.04 -0.46
C -0.39 -0.44 0.40
H -1.42 0.08 0.16
H 1.70 -0.33 -0.36
H -1.69 -2.53 2.26
H -2.40 -1.05 1.69
```

(6)
An isolated molecule of C2H4ClFN2O at a distorted geometry. Source: the Open Molecules 2025 dataset; level of theory: wB97M-V/def2-TZVPD.

Calculated values
- E_LUMO (eV) = 0.1
- frontier orbital gap (hartree) = 0.405
- net charge = 0
- SMILES = [H]/N=C(\NO)[C@@H](F)Cl

```
11
C2H4ClFN2O wB97M-V/def2-TZVPD
Cl -0.21 -0.35 -1.81
F -1.66 -0.80 0.40
O -0.24 1.85 0.45
N 1.95 -0.58 0.66
N 0.30 1.02 1.68
C -0.36 -0.88 -0.12
C 0.70 -0.14 0.83
H 0.10 -1.95 -0.27
H 2.37 0.29 1.21
H 1.33 1.41 1.54
H -1.15 1.68 0.48
```

(7)
A 2-piece molecular cluster, C2H4ClFO2 overall at a distorted geometry. Source: the Open Molecules 2025 dataset; level of theory: wB97M-V/def2-TZVPD.

Calculated values
- E_LUMO (alpha / beta) (eV) = -0.8 / 0.2
- frontier orbital gap (alpha / beta) (hartree) = 0.260 / 0.355
- net charge = 0

```
10
C2H4ClFO2 wB97M-V/def2-TZVPD
Cl 2.45 -0.71 0.43
F 0.93 1.14 -0.43
O 1.11 0.96 1.82
O -1.09 -0.45 0.40
C -1.26 -0.73 -0.87
C 1.23 0.38 0.65
H -2.19 -0.36 -1.29
H -1.05 -1.80 -1.12
H 0.38 1.65 1.86
H -0.52 -0.09 -1.45
```

(8)
An isolated molecule of C2H4ClFS at a distorted geometry. Source: the Open Molecules 2025 dataset; level of theory: wB97M-V/def2-TZVPD.

Calculated values
- E_LUMO (alpha / beta) (eV) = 0.4 / -3.5
- frontier orbital gap (alpha / beta) (hartree) = 0.201 / 0.274
- spin multiplicity = 3
- net charge = 0

```
9
C2H4ClFS wB97M-V/def2-TZVPD
Cl -1.29 0.41 1.61
S -0.22 1.52 -1.01
F 1.18 0.73 1.02
C 0.29 -1.07 -0.20
C 0.01 0.30 0.35
H -1.36 2.38 -0.62
H 0.11 -1.86 0.42
H -0.18 -1.26 -1.08
H 1.46 -1.17 -0.48
```

(9)
C2H4ClFeO8STi as an isolated structure at a distorted geometry. Source: the Open Molecules 2025 dataset; level of theory: wB97M-V/def2-TZVPD.

Calculated values
- E_LUMO (alpha / beta) (eV) = -14.8 / -17.0
- frontier orbital gap (alpha / beta) (hartree) = 0.170 / 0.100
- spin multiplicity = 9
- net charge = +3

```
18
C2H4ClFeO8STi wB97M-V/def2-TZVPD
Fe 0.35 -1.11 -6.34
Ti 0.53 -3.34 -0.62
Cl 0.19 -0.48 -2.55
S -0.85 -0.57 2.33
O -0.55 -1.31 -1.76
O -1.94 -1.03 3.15
O -0.06 0.64 3.15
O -0.45 0.80 -2.43
O 0.09 -1.53 1.78
O 0.13 -0.85 -3.93
O 1.53 -0.57 -2.35
O -1.36 0.45 1.06
C -0.18 1.22 0.82
C 0.58 1.43 2.20
H 1.61 1.08 2.14
H 0.38 2.41 2.63
H -0.49 2.20 0.47
H 0.49 0.55 0.27
```

(10)
C2H4ClI as an isolated structure at a distorted geometry. Source: the Open Molecules 2025 dataset; level of theory: wB97M-V/def2-TZVPD.

Calculated values
- E_LUMO (eV) = 0.3
- frontier orbital gap (hartree) = 0.360
- net charge = 0

```
8
C2H4ClI wB97M-V/def2-TZVPD
I 2.94 0.26 0.01
Cl 1.18 -2.34 -0.06
C -0.01 0.11 -0.33
C 0.99 -0.63 0.40
H 0.33 1.17 -0.37
H 1.02 -0.84 1.60
H -0.99 0.00 0.13
H -0.25 -0.18 -1.37
```